(1)
ORCA calculation (wB97M-V/def2-TZVPD) on a structure of composition C24H29F6I3OSbSiTi.

Positions of all 66 atoms, in Å:
Ti  1.6950  0.6498  0.6123
C  0.7946  3.0080  5.0756
C  -0.0396  2.8036  3.8382
C  -0.8612  1.6841  3.7130
C  -1.6146  1.4778  2.5691
C  -1.5656  2.3968  1.5251
C  -0.7672  3.5241  1.6492
C  -0.0079  3.7220  2.7956
H  1.3233  2.0928  5.3529
H  0.1729  3.2858  5.9289
H  1.5276  3.8035  4.9323
H  -0.8900  0.9534  4.5136
H  -2.2338  0.5946  2.4782
H  -2.1516  2.2351  0.6283
H  -0.7213  4.2474  0.8442
H  0.6348  4.5917  2.8704
I  1.0129  3.6603  -2.0811
I  -1.4892  4.3976  -2.6147
I  4.3901  2.5939  -1.6398
C  3.8294  0.8564  -2.5291
H  4.1741  -0.0641  -2.0890
H  3.3043  0.9058  -3.4683
C  1.4368  -2.0937  -3.1290
C  0.0530  -1.4280  -3.0828
C  0.1254  -0.0969  -3.8404
C  -0.9720  -2.3473  -3.7585
Si  -0.3948  -1.1988  -1.2663
O  0.7192  -0.1088  -0.6461
C  -2.0991  -0.5014  -0.9448
C  -2.9086  -1.0126  0.0736
C  -4.1562  -0.4668  0.3443
C  -4.6212  0.6063  -0.4011
C  -3.8296  1.1371  -1.4099
C  -2.5824  0.5910  -1.6732
C  -0.1624  -2.8112  -0.3522
C  -1.1078  -3.8360  -0.4643
C  -0.9132  -5.0642  0.1507
C  0.2365  -5.2920  0.8939
C  1.1897  -4.2915  1.0132
C  0.9911  -3.0666  0.3915
H  1.7414  -2.2349  -4.1711
H  1.4365  -3.0714  -2.6442
H  2.1953  -1.4760  -2.6408
H  0.5633  -0.2661  -4.8301
H  0.7446  0.6387  -3.3214
H  -0.8609  0.3400  -4.0002
H  -0.7066  -2.4867  -4.8114
H  -1.9804  -1.9277  -3.7224
H  -0.9966  -3.3359  -3.2942
H  -2.5568  -1.8406  0.6769
H  -4.7629  -0.8774  1.1416
H  -5.5939  1.0328  -0.1920
H  -4.1791  1.9841  -1.9868
H  -1.9733  1.0432  -2.4457
H  -2.0147  -3.6764  -1.0379
H  -1.6592  -5.8424  0.0517
H  0.3897  -6.2483  1.3772
H  2.0902  -4.4638  1.5886
H  1.7598  -2.3079  0.4891
F  2.0197  2.3738  0.9360
Sb  4.0223  2.1507  3.2691
F  3.3054  -0.0703  0.5226
F  3.8550  3.9978  2.9035
F  5.6279  1.9712  2.2850
F  4.8978  2.4503  4.9223
F  1.1141  0.0044  2.1307

Computed properties:
ΔE to the lowest compared entry with this formula, charge and spin	0.00	kcal/mol
Kohn-Sham gap (alpha / beta)	6.980 / 7.475	eV
spin multiplicity	2
max |F|	0.68	eV/A
LUMO level (alpha / beta)	-0.0597 / -0.0601	Eh

(2)
ORCA calculation (wB97M-V/def2-TZVPD) on a cluster of 3 separate species, C24H29F9N3O5S in total at a distorted geometry.

Positions of all 71 atoms, in Å:
N  -3.9903  0.2294  -1.9831
C  -3.3188  0.1051  -0.6635
C  -1.8221  0.0908  -0.7835
N  -1.0428  -0.9850  -0.8904
C  -1.5573  -2.3606  -0.9246
C  -1.9486  -2.7671  -2.3750
C  -1.1029  -3.9053  -2.9399
O  -1.0858  -5.0244  -2.4850
O  -0.3789  -3.5754  -4.0575
C  0.2837  -0.6013  -0.9668
C  1.4815  -1.5211  -1.0852
F  2.3266  -1.0166  -2.0057
F  1.1397  -2.7450  -1.5481
C  2.3300  -1.7136  0.2500
F  3.3746  -0.8854  0.1774
F  2.7448  -2.9901  0.2679
C  1.5485  -1.4484  1.5554
F  0.3671  -2.1023  1.5542
F  1.3511  -0.1354  1.7513
C  2.3318  -1.9685  2.8459
F  2.1400  -1.0606  3.8237
F  3.6407  -2.0432  2.6514
F  1.8097  -3.0991  3.2950
C  0.2904  0.7649  -0.9359
S  1.7516  1.7485  -0.9950
N  -1.0248  1.1547  -0.8121
C  -1.3786  2.5764  -0.7531
O  -2.5126  2.7836  0.0752
C  -2.3097  3.9690  0.8157
C  -2.2904  5.1533  0.1061
C  -2.0640  6.3433  0.7604
C  -1.8702  6.3703  2.1337
C  -1.9072  5.1688  2.8114
C  -2.1252  3.9646  2.1764
H  -4.2451  -0.7173  -2.2549
H  -4.8921  0.6659  -1.8062
H  -3.6165  -0.8558  -0.2181
H  -3.7012  0.8756  0.0058
H  -2.4477  -2.4642  -0.3019
H  -0.8300  -3.0737  -0.5332
H  -3.0048  -3.0553  -2.4637
H  -1.8425  -1.8765  -3.0100
H  0.5599  -3.7570  -3.8657
H  1.6933  2.4385  -2.1609
H  -1.5690  3.0193  -1.7384
H  -0.5312  3.0911  -0.2839
H  -2.4227  5.1945  -0.9740
H  -2.0324  7.2930  0.2288
H  -1.6923  7.3025  2.6616
H  -1.7541  5.1917  3.8987
H  -2.1290  3.0159  2.7095
C  1.6842  4.0930  5.6760
C  0.2396  4.3679  6.0029
O  -0.4986  4.8983  5.1989
C  -0.2493  3.9577  7.3671
H  1.8985  4.4385  4.6661
H  2.3318  4.6246  6.3745
H  1.8812  3.0211  5.7312
H  0.3150  4.4837  8.1383
H  -0.1357  2.8801  7.4956
H  -1.3022  4.2143  7.4663
C  4.3670  -5.7222  -4.8833
C  2.9330  -5.7047  -5.3467
O  2.1916  -4.7849  -5.0749
C  2.4582  -6.8779  -6.1627
H  4.5727  -4.8206  -4.3091
H  4.5426  -6.5918  -4.2483
H  5.0364  -5.7512  -5.7440
H  2.5517  -7.7970  -5.5824
H  3.0455  -6.9569  -7.0787
H  1.4124  -6.7344  -6.4272

Computed properties:
ΔE to the lowest compared entry with this formula, charge and spin	0.00	kcal/mol
Kohn-Sham gap	8.827	eV
max |F|	1.79	eV/A
charge	+1
LUMO level	-0.0996	Eh

(3)
ORCA calculation (wB97M-V/def2-TZVPD) on a structure of composition C24H29IMoN6O3S2.

Positions of all 66 atoms, in Å:
Mo  0.4790  -0.3159  0.2057
S  0.4660  -0.3759  2.6519
C  2.0924  -0.1419  3.0746
N  2.4932  0.0068  4.3060
C  3.9138  0.2598  4.5856
C  4.4724  1.1713  3.5287
N  4.2289  0.5758  2.1997
C  5.2568  0.7948  1.1424
C  5.9129  2.1377  1.2846
C  5.1752  3.2963  1.0538
C  5.7720  4.5384  1.1914
C  7.1119  4.6277  1.5508
C  7.8524  3.4764  1.7711
C  7.2523  2.2308  1.6417
C  3.1431  -0.1050  1.9887
S  2.8708  -0.9980  0.5590
C  1.5911  0.0125  5.4814
C  1.5170  1.4000  6.0669
C  1.9625  1.6351  7.3610
C  1.9013  2.9157  7.8961
C  1.4034  3.9610  7.1347
C  0.9580  3.7292  5.8381
C  1.0113  2.4519  5.3054
H  4.4456  -0.6935  4.6316
H  3.9745  0.7457  5.5574
H  5.5465  1.2925  3.6476
H  4.0149  2.1618  3.5661
H  4.7423  0.6958  0.1872
H  5.9846  -0.0154  1.2195
H  4.1338  3.2249  0.7558
H  5.1994  5.4374  1.0074
H  7.5799  5.5977  1.6499
H  8.8978  3.5455  2.0394
H  7.8344  1.3310  1.8066
H  2.0134  -0.6902  6.2009
H  0.6194  -0.3598  5.1683
H  2.3449  0.8173  7.9615
H  2.2398  3.0927  8.9078
H  1.3529  4.9574  7.5523
H  0.5553  4.5431  5.2502
H  0.6398  2.2711  4.3016
N  -0.0893  -0.2475  -1.9831
N  -1.4086  -0.7500  -2.0244
C  -2.1645  -0.7094  -0.8581
O  -3.3239  -0.9540  -0.8165
O  -1.4073  -0.4027  0.2373
H  -0.0363  0.7005  -2.3553
H  0.5067  -0.8510  -2.5453
H  -1.9200  -0.6540  -2.8909
I  1.1353  2.2328  0.0292
N  0.3920  -2.4341  -0.1706
C  0.1054  -3.5606  -0.1124
N  -0.2355  -4.7974  -0.0833
C  -1.5892  -5.2382  -0.5081
C  -1.4306  -6.4549  -1.4031
O  -0.6743  -7.4513  -0.7490
C  0.6466  -7.0239  -0.5012
C  0.6512  -5.8511  0.4656
H  -2.0841  -4.4168  -1.0237
H  -2.1535  -5.4939  0.3898
H  -0.9512  -6.1716  -2.3484
H  -2.4086  -6.8801  -1.6190
H  1.1404  -6.7422  -1.4396
H  1.1817  -7.8633  -0.0616
H  1.6512  -5.4407  0.5950
H  0.2520  -6.1554  1.4343

Computed properties:
Kohn-Sham gap (alpha / beta)	6.513 / 6.639	eV
spin multiplicity	3
max |F|	0.18	eV/A
charge	+2
LUMO level (alpha / beta)	-0.2781 / -0.2736	Eh

(4)
ORCA calculation (wB97M-V/def2-TZVPD) on the molecule C24H29N3O5.

Positions of all 61 atoms, in Å:
C  1.6293  2.9926  -2.4070
O  0.8084  1.8677  -2.5992
C  1.1180  0.7249  -1.9062
C  1.9814  0.6619  -0.8272
C  2.1687  -0.5284  -0.1399
C  1.5423  -1.6897  -0.5537
C  1.7231  -2.9659  0.2266
C  0.4815  -3.8680  0.2394
N  -0.7207  -3.1254  0.5454
C  -1.7200  -2.9805  -0.3311
O  -1.8021  -3.5775  -1.3908
C  -2.8022  -1.9742  0.1199
C  -4.0696  -2.1138  -0.7250
C  -4.4710  -0.6833  -1.0708
C  -3.1312  0.0487  -1.1386
N  -2.3369  -0.6065  -0.1170
C  -1.4363  -0.0479  0.7282
O  -1.0128  -0.6561  1.7010
N  -1.0610  1.2362  0.4150
C  -0.1189  2.0260  1.0666
C  -0.0537  3.3772  0.7241
C  0.8828  4.2050  1.3160
C  1.7695  3.7087  2.2543
C  1.7176  2.3596  2.6004
C  2.6719  1.7361  3.5550
C  3.3423  2.6600  4.5431
O  2.9011  0.5484  3.5341
C  0.7711  1.5280  2.0102
C  0.7337  -1.6457  -1.6855
C  0.4810  -0.4544  -2.3408
O  -0.3771  -0.3224  -3.3966
C  -0.8995  -1.4988  -3.9753
H  2.6815  2.7572  -2.5964
H  1.2893  3.7315  -3.1316
H  1.5293  3.4033  -1.3963
H  2.4969  1.5463  -0.4881
H  2.8063  -0.5359  0.7308
H  1.9823  -2.7001  1.2536
H  2.5574  -3.5404  -0.1863
H  0.3258  -4.3479  -0.7292
H  0.6182  -4.6519  0.9922
H  -0.6738  -2.4633  1.3166
H  -2.9824  -2.1067  1.1930
H  -3.8150  -2.6719  -1.6285
H  -4.8522  -2.6519  -0.1951
H  -5.0243  -0.6175  -2.0049
H  -5.0807  -0.2587  -0.2715
H  -2.6622  -0.0688  -2.1218
H  -3.2573  1.1129  -0.9291
H  -1.4296  1.6362  -0.4344
H  -0.7371  3.7748  -0.0138
H  0.9230  5.2480  1.0366
H  2.5056  4.3654  2.6899
H  4.0936  3.2564  4.0285
H  2.6162  3.3298  4.9963
H  3.8354  2.0701  5.3115
H  0.7399  0.4890  2.2912
H  0.2800  -2.5517  -2.0468
H  -1.5492  -1.1621  -4.7821
H  -1.4791  -2.0916  -3.2612
H  -0.1024  -2.1228  -4.3913

Computed properties:
ΔE to the lowest compared entry with this formula, charge and spin	17.15	kcal/mol
Kohn-Sham gap	8.192	eV
max |F|	0.69	eV/A
SMILES	COc1ccc(CCNC(=O)[C@@H]2CCCN2C(=O)Nc2cccc(C(C)=O)c2)cc1OC
LUMO level	0.0139	Eh

(5)
ORCA calculation (wB97M-V/def2-TZVPD) on the molecule C24H29N3O5S at a distorted geometry.

Positions of all 62 atoms, in Å:
C  0.7663  2.9260  -5.4829
C  1.2071  2.5275  -4.0835
O  0.1604  2.8668  -3.1897
C  0.2992  2.5625  -1.8705
C  1.4268  1.9901  -1.2951
C  1.4368  1.6597  0.0498
C  0.3157  1.8788  0.8383
N  0.2245  1.4594  2.1725
C  1.0443  0.6028  2.8274
O  2.1302  0.2231  2.4439
C  0.3971  0.0764  4.1159
C  1.3802  -0.5692  5.0903
C  0.5704  -1.7129  5.7006
C  -0.2464  -2.2083  4.5078
N  -0.4796  -1.0188  3.7062
S  -1.9730  -0.6470  3.1009
O  -2.9158  -1.6384  3.5271
O  -2.2607  0.7387  3.3949
C  -1.7422  -0.7465  1.3285
C  -2.6348  -0.0472  0.5386
C  -2.4624  0.0205  -0.8360
C  -1.3679  -0.6326  -1.3746
C  -0.4899  -1.3816  -0.5767
C  -0.6699  -1.4402  0.7855
C  0.5407  -2.0151  -1.4672
C  1.9834  -1.7154  -1.0688
C  0.3169  -3.5308  -1.5701
C  0.2063  -1.3941  -2.8272
O  0.8158  -1.5197  -3.8623
N  -0.9469  -0.6641  -2.6887
C  -1.5810  0.0323  -3.7767
C  -0.7911  2.5139  0.2770
C  -0.7989  2.8518  -1.0570
H  -0.1377  2.3898  -5.7582
H  1.5504  2.6881  -6.1954
H  0.5617  3.9926  -5.5188
H  2.1239  3.0664  -3.8097
H  1.4039  1.4477  -4.0396
H  2.3078  1.7915  -1.8849
H  2.3145  1.2166  0.4895
H  -0.6856  1.6185  2.5999
H  -0.1974  0.8655  4.5929
H  2.2278  -0.9537  4.5202
H  1.7430  0.1405  5.8302
H  -0.0937  -1.3301  6.4763
H  1.1974  -2.4940  6.1245
H  0.3282  -2.9336  3.9186
H  -1.2058  -2.6499  4.7779
H  -3.4552  0.4610  1.0196
H  -3.1461  0.5800  -1.4528
H  0.0056  -1.9818  1.4266
H  2.2195  -2.1874  -0.1190
H  2.6557  -2.0945  -1.8348
H  2.1313  -0.6449  -0.9669
H  0.5490  -4.0056  -0.6202
H  0.9629  -3.9419  -2.3421
H  -0.7179  -3.7502  -1.8260
H  -1.0254  -0.2107  -4.6821
H  -1.5564  1.1107  -3.6113
H  -2.6158  -0.2965  -3.8860
H  -1.6518  2.7233  0.8944
H  -1.6554  3.3343  -1.5011

Computed properties:
ΔE to the lowest compared entry with this formula, charge and spin	9.79	kcal/mol
Kohn-Sham gap	8.730	eV
max |F|	1.01	eV/A
SMILES	CCOc1ccc(NC(=O)[C@@H]2CCCN2S(=O)(=O)c2ccc3c(c2)C(C)(C)C(=O)N3C)cc1
LUMO level	0.0246	Eh

(6)
ORCA calculation (wB97M-V/def2-TZVPD) on a structure of composition C24H29N5O3S2 at a distorted geometry.

Positions of all 63 atoms, in Å:
O  -2.7300  -3.5027  -2.0691
C  -1.6927  -3.1323  -1.5537
N  -1.6360  -2.4691  -0.3870
H  -0.7667  -2.0378  -0.1102
C  -2.8102  -1.9387  0.2863
C  -3.2996  -0.6664  -0.4188
C  -4.3506  0.0609  0.4297
N  -3.8948  0.3591  1.7715
C  -3.5321  -0.8651  2.4534
C  -2.4298  -1.6548  1.7384
H  -2.2498  -2.5929  2.2664
H  -1.5044  -1.0763  1.7545
H  -3.2141  -0.6204  3.4690
H  -4.4382  -1.4770  2.5167
C  -2.8798  1.4098  1.8052
C  -2.4030  1.6814  3.2040
C  -1.0898  1.4108  3.5675
C  -0.6527  1.6668  4.8561
C  -1.5244  2.1906  5.7952
C  -2.8374  2.4556  5.4420
C  -3.2729  2.2040  4.1538
H  -4.2966  2.4040  3.8741
H  -3.5215  2.8614  6.1733
H  -1.1828  2.3899  6.8007
H  0.3707  1.4526  5.1294
H  -0.4112  0.9889  2.8389
H  -3.3590  2.3113  1.4062
H  -2.0120  1.1851  1.1704
H  -4.6374  0.9954  -0.0582
H  -5.2434  -0.5663  0.5216
H  -3.7261  -0.9349  -1.3863
H  -2.4491  -0.0049  -0.5922
H  -3.5937  -2.7037  0.2319
C  -0.3438  -3.4401  -2.2235
C  0.8666  -3.5259  -1.2800
C  1.6078  -2.1792  -1.1928
N  0.6825  -1.0968  -1.4062
S  0.6577  0.1600  -0.3646
O  0.6176  -0.3893  0.9663
O  -0.4178  1.0283  -0.7468
C  2.1868  1.0970  -0.4678
C  2.5001  1.9101  0.5865
C  3.6507  2.7215  0.5781
C  4.5072  2.7321  -0.4904
C  4.2122  1.9061  -1.5864
N  4.9125  1.7657  -2.7131
S  4.1705  0.7060  -3.6582
N  2.9224  0.3564  -2.7010
C  3.0323  1.0732  -1.5809
H  5.3907  3.3490  -0.5143
H  3.8510  3.3457  1.4349
H  1.8398  1.9150  1.4393
C  0.1021  -0.9933  -2.7273
C  -0.0867  -2.3948  -3.3188
H  -0.9256  -2.3836  -4.0146
H  0.8095  -2.6856  -3.8705
H  0.7428  -0.3900  -3.3824
H  -0.8545  -0.4819  -2.6086
H  2.4112  -2.1299  -1.9385
H  2.0438  -2.0371  -0.2025
H  0.5370  -3.8427  -0.2901
H  1.5618  -4.2805  -1.6517
H  -0.4885  -4.4081  -2.7141

Computed properties:
ΔE to the lowest compared entry with this formula, charge and spin	0.00	kcal/mol
Kohn-Sham gap	6.492	eV
max |F|	1.36	eV/A
LUMO level	-0.0534	Eh